Here is 2 unconnected molecules or ions with the total composition C11H17N2 at a distorted geometry from OMol25. Energies are from ωB97M-V/def2-TZVPD.

CARTESIAN COORDINATES (ANGSTROEM)
C1 -0.090 3.002 -0.229
C2 -1.180 3.062 0.820
N1 1.164 3.833 -0.031
H1 0.248 1.989 -0.449
H2 -0.603 3.422 -1.108
H3 -1.123 3.807 1.619
H4 -1.235 2.091 1.307
H5 1.954 3.192 0.022
H6 1.396 4.577 -0.684
H7 1.090 4.309 0.870
H8 -2.152 3.176 0.333
C3 -2.186 -3.464 -0.042
C4 -0.171 -1.840 -0.100
C5 -0.900 -3.004 -0.611
C6 1.134 -1.863 -0.659
C7 -0.025 -3.622 -1.436
C8 0.424 -0.043 1.242
C9 1.719 -0.003 0.657
C10 -0.580 -0.902 0.819
C11 2.064 -0.854 -0.364
N2 1.175 -2.903 -1.546
H9 0.264 0.865 1.830
H10 2.299 0.729 1.189
H11 -1.541 -0.914 1.317
H12 2.930 -0.627 -0.973
H13 -2.004 -4.052 0.853
H14 -3.018 -3.789 -0.663
H15 -0.003 -4.584 -1.928
H16 1.713 -2.988 -2.388
H17 -2.767 -2.600 0.331

Its total charge is +1. The largest force on an atom is 2.3 eV/Å. The total energy comes out at -538.5808 a.u. The highest occupied orbital energy is -10.6545 eV. The energy relative to the best compared isomer or geometry (same formula, charge and spin) comes out at 157.1 kJ/mol. The value obtained for the orbital gap is 7.1 eV.

Results of the Löwdin charge analysis, in e, for atoms 1 through 2: C -0.1793; C -0.0625